(1)
C10H24NOS | wB97M-V/def2-TZVPD

Geometry (Å):
C 4.22060 1.82624 0.51991
C -0.79643 -0.11188 2.14696
C -2.65189 -2.11379 1.72942
C -2.30075 -1.94856 -0.82523
C 3.86383 0.65577 -0.40672
C 2.65164 1.15345 -1.18182
C 1.79003 0.05247 -1.69535
C 0.76685 -0.63417 -0.78756
C -0.44406 0.21288 -0.41528
C -1.13927 -0.58135 0.71029
N -2.02029 -1.51113 0.52124
O -3.78844 0.54489 -0.42087
S -4.54286 1.79520 -0.39037
H 4.80301 1.40578 1.43458
H 3.33519 2.25067 0.76304
H 5.00417 2.43763 0.12260
H -1.57857 0.64611 2.39379
H 0.19270 0.38124 2.13323
H -0.87491 -0.93479 2.81903
H -3.15969 -1.20234 2.19734
H -3.46521 -2.76310 1.35157
H -2.12280 -2.66992 2.52474
H -2.67366 -1.07529 -1.29479
H -1.40444 -2.38505 -1.07300
H -3.06085 -2.73480 -0.94371
H 4.60264 0.40428 -1.12861
H 3.59372 -0.26843 0.13416
H 3.00124 1.71700 -2.01069
H 2.07711 1.89309 -0.61006
H 2.28844 -0.93143 -2.02939
H 1.34043 0.39202 -2.57398
H 1.36159 -1.00373 0.13253
H 0.45460 -1.49329 -1.28803
H -1.31896 0.31881 -1.03469
H -0.13614 1.20876 0.02325
H -3.71088 2.76731 0.12319
H -4.15768 2.29946 -1.67072

For the LUMO energy, the calculation gives -3.0 eV. The relative energy (zero: lowest compared OMol25 entry of this formula, charge and spin) comes out at 57.70 kcal per mole. As for the net charge: +1. As for the electronic energy: -25122.434 eV. As for the multiplicity: 1.

---

(2)
C10H24O6PS | wB97M-V/def2-TZVPD

Geometry (Å):
O -3.68592 4.53313 -1.36392
C -3.70470 3.36539 -2.05224
O -2.51995 2.48764 -1.84322
C -4.98434 2.90555 -3.02260
P -6.35155 2.31060 -1.77396
S -6.99871 4.32072 -1.40757
H -1.83000 3.08141 -1.39000
H -4.67995 1.94259 -3.65877
H -5.36762 3.77570 -3.71231
H -5.37171 2.33636 -0.71789
H -7.33737 1.82647 -0.80166
H -7.27254 2.17890 -2.87960
H -5.93314 0.92742 -2.03185
H -8.39181 4.37880 -1.57373
O -0.15776 2.86807 -0.34889
C 0.34304 1.77928 -0.61419
O 0.97123 1.06177 0.34357
C 1.41803 -0.29808 0.18628
C 2.79226 -0.34513 -0.45232
C 0.34940 1.26529 -2.02505
H 0.67916 -0.89517 -0.35678
H 1.47715 -0.72273 1.19370
H 2.78436 0.08408 -1.45807
H 3.15125 -1.37615 -0.51911
H 3.50708 0.24019 0.13533
H 1.19093 1.70822 -2.56413
H -0.58683 1.56439 -2.50701
H 0.39536 0.18063 -2.09868
O 1.23713 -2.94992 2.60775
C 2.44892 -3.00811 2.79435
O 3.30015 -3.10032 1.74858
C 4.73182 -2.98032 1.84598
C 5.36277 -4.31157 2.20401
C 3.00461 -3.07149 4.18790
H 5.01394 -2.17977 2.53656
H 5.08444 -2.67212 0.85634
H 5.02639 -4.66715 3.18188
H 6.45324 -4.22883 2.22247
H 5.07914 -5.07744 1.47470
H 2.96833 -4.10520 4.54161
H 2.38460 -2.44496 4.83698
H 4.01919 -2.68815 4.27557

For the LUMO energy, the calculation gives 1.7 eV. The relative energy (zero: lowest compared OMol25 entry of this formula, charge and spin) comes out at 60.31 kcal per mole. As for the net charge: -1. As for the electronic energy: -43165.016 eV. As for the multiplicity: 1.

---

(3)
C10H25BF3N3O4PS | wB97M-V/def2-TZVPD

Geometry (Å):
C 3.69885 1.06511 1.41862
C 2.33753 0.60071 0.86649
P 2.65578 0.19789 -0.88725
C 2.81879 1.84399 -1.64798
S 0.84241 -0.57252 -1.84416
C -0.59382 0.56479 -1.78642
C -1.42908 0.61366 -0.52196
O -2.75429 0.76009 -0.96055
C -1.03597 1.78580 0.42148
F -0.07239 2.56203 -0.12409
F -0.57484 1.27039 1.59716
F -2.07823 2.59565 0.72304
B 0.39994 -2.18151 -0.84811
N -0.24231 -3.16258 -1.65680
O 0.70411 -2.27852 0.46021
H 3.74016 0.87111 2.47946
H 4.53646 0.56626 0.94321
H 3.81614 2.13272 1.30238
H 2.00471 -0.24845 1.43993
H 1.66526 1.44039 0.94562
H 2.13018 2.56707 -1.23267
H 2.73247 1.75486 -2.72220
H 3.82946 2.16587 -1.43218
H -0.19428 1.52168 -2.08582
H -1.25617 0.25660 -2.58410
H -1.38216 -0.28182 0.08998
H -3.36193 0.36072 -0.33821
H -1.23072 -3.22778 -1.40837
H 0.17417 -4.07363 -1.49485
H 0.43840 -1.50152 0.95523
O 1.56961 3.24940 3.24616
C 0.78414 4.10350 3.62044
N -0.32566 4.39153 2.89146
C 0.97754 4.88933 4.89270
H -1.00271 5.08497 3.14572
H -0.46642 3.88337 2.04097
H 1.92385 5.42266 4.83507
H 1.01775 4.19680 5.73064
H 0.17794 5.60728 5.06633
O -3.54878 -4.10136 -2.06844
C -3.22974 -5.09779 -2.69791
N -3.54000 -5.24206 -4.00638
C -2.46944 -6.24281 -2.06964
H -3.28658 -6.04949 -4.54259
H -4.05693 -4.50381 -4.45228
H -3.05564 -6.64270 -1.24514
H -1.52398 -5.87280 -1.67887
H -2.26358 -7.04507 -2.77534

For the LUMO energy, the calculation gives -3.5 eV. As for the net charge: +1. As for the electronic energy: -52385.800 eV. As for the multiplicity: 1.

---

(4)
C10H25F5IrN5O4Te | wB97M-V/def2-TZVPD

Geometry (Å):
Ir -0.29032 -0.41815 -0.12730
C -2.85774 1.27162 -1.19188
O -1.52533 0.85529 -1.57828
C -1.43376 0.54480 -2.97350
C -0.02005 0.11179 -3.26528
O 0.36872 -0.98237 -2.44247
C -0.13717 -2.26712 -2.84749
C -0.52398 -3.03549 -1.60566
O -1.29222 -2.20013 -0.73735
C -2.72062 -2.39601 -0.72015
H -3.05701 2.26214 -1.59892
H -3.60632 0.56707 -1.55624
H -2.88592 1.29997 -0.10885
H -2.16447 -0.22782 -3.23093
H -1.65912 1.43686 -3.56266
H 0.08720 -0.14040 -4.32166
H 0.67052 0.91849 -3.02025
H -0.98513 -2.14820 -3.52411
H 0.65351 -2.80828 -3.37050
H -1.08135 -3.93487 -1.86524
H 0.37924 -3.32511 -1.06696
H -2.94553 -3.39666 -0.35460
H -3.13040 -1.67149 -0.02241
H -3.15244 -2.25833 -1.71296
C 1.59293 3.85563 0.58926
N 2.37168 2.67657 0.96863
C 3.68250 2.89008 1.58786
C 1.83697 1.46340 0.84147
N 0.75991 1.24002 0.13526
N 2.48802 0.42353 1.49118
C 2.01805 -0.84751 1.69333
N 2.54193 -1.51344 2.72291
N 1.15514 -1.39802 0.86887
H 2.08534 4.73948 0.98036
H 0.59406 3.81174 1.02701
H 1.52300 3.95918 -0.49582
H 4.07148 3.84915 1.26087
H 4.40207 2.13283 1.27826
H 3.61101 2.92131 2.67879
H 0.32337 2.07909 -0.22321
H 3.20765 0.71395 2.13516
H 3.17035 -1.08448 3.38304
H 2.20505 -2.43233 2.96513
H 0.88386 -2.33946 1.13365
F -2.24553 0.59204 3.82712
Te -1.40171 -0.73737 2.87200
F -1.48549 -1.89277 4.32028
F -3.15081 -1.38773 2.74235
F -1.09665 -2.41412 1.97585
F -0.03974 0.64475 2.87525
O -1.79475 -0.00311 1.17080

For the LUMO energy, the calculation gives -8.6 eV. The relative energy (zero: lowest compared OMol25 entry of this formula, charge and spin) comes out at 66.76 kcal per mole. As for the net charge: +2. As for the electronic energy: -50119.150 eV. As for the multiplicity: 1.

---

(5)
C10H25F6NO9S2V2 | wB97M-V/def2-TZVPD

Geometry (Å):
V -9.81235 17.76056 14.13110
V -11.68745 20.39239 14.18704
C -11.74467 19.44007 18.30576
F -10.54100 20.03044 18.06146
F -11.75639 18.61043 19.36534
F -12.62351 20.33800 18.63950
S -12.39306 18.36587 16.78699
O -11.28285 17.66290 16.16751
O -13.47936 17.50547 17.30967
N -12.98813 19.54374 15.56289
S -14.47563 19.95278 16.12724
O -14.83895 19.72723 17.50687
O -14.83350 21.26021 15.77285
C -15.72759 18.82672 15.06550
F -16.94204 19.05251 15.43740
F -15.68880 19.10040 13.73039
F -15.50849 17.51584 15.23078
O -9.76849 19.70936 14.94953
H -9.36676 20.16248 15.71623
C -8.71315 22.67811 11.55586
C -10.13159 22.23031 11.87736
O -10.04664 21.27643 12.84704
H -8.63224 23.56794 10.93156
H -7.98446 21.91362 11.28629
H -8.33976 23.10018 12.48888
H -10.57865 21.79310 10.98456
H -10.81092 23.07567 11.98686
H -9.12467 21.10172 13.04963
C -7.52296 21.42808 17.06864
C -6.76392 20.96240 15.77207
O -7.64537 21.39461 14.81512
H -6.96029 21.03849 17.91700
H -8.52425 21.02218 17.21276
H -7.62784 22.51278 17.09128
H -6.70847 19.87457 15.73161
H -5.75238 21.34229 15.62863
H -8.35716 20.75316 14.75602
C -11.26335 23.95253 16.71009
C -10.68551 22.89805 15.83549
O -11.69678 22.49244 14.94433
H -11.56834 24.79839 16.09397
H -10.52973 24.46936 17.32878
H -12.17484 23.74119 17.26922
H -10.41174 22.02550 16.42861
H -9.91173 23.26632 15.16189
H -11.85113 23.22887 14.34813
C -8.51864 16.54102 18.21426
C -8.18172 17.46498 16.99873
O -8.52245 16.83725 15.78605
H -7.95300 15.61642 18.09905
H -9.57573 16.27523 18.21946
H -8.34171 17.07861 19.14582
H -7.14454 17.79950 16.97741
H -8.88276 18.29890 17.03344
H -7.91734 16.10138 15.66799

For the LUMO energy (spin up / spin down), the calculation gives -12.2 / -15.3 eV. As for the net charge: +3. As for the electronic energy: -120006.651 eV. As for the multiplicity: 8.

---

(6)
C10H25FN2O3P | wB97M-V/def2-TZVPD

Geometry (Å):
C 0.10219 3.51601 -1.69311
P 1.43950 3.42679 -0.39843
C 3.09936 3.43219 -1.26238
C 1.40193 1.82424 0.51395
C 1.40574 1.69925 1.86556
N 1.41163 0.32594 2.04817
C 1.40165 -0.34233 0.91675
N 1.39495 0.55402 -0.06547
C 1.41685 0.34985 -1.51485
C 1.32773 -1.14028 -1.92098
F 0.91147 -1.12582 -3.23524
H -0.81001 2.92500 -1.48216
H 0.51661 3.15328 -2.64764
H -0.17976 4.56165 -1.85397
H 3.01363 3.30678 -2.34779
H 3.64409 4.32660 -0.95478
H 3.69207 2.57564 -0.90232
H 1.43288 2.47375 2.61723
H 1.44102 -0.09397 2.96834
H 1.42529 -1.41729 0.77240
H 0.49560 0.79970 -1.90722
H 2.26253 0.85480 -1.99278
H 0.49912 -1.59361 -1.35366
H 2.27296 -1.67924 -1.80047
C -3.73004 1.40757 -1.27591
O -2.75596 1.93179 -0.36741
H -4.64410 1.98345 -1.16311
H -3.37373 1.49532 -2.30508
H -3.93340 0.35959 -1.04765
H -1.95682 1.41077 -0.48014
C -1.66410 -3.74286 0.07060
O -1.85678 -2.35831 -0.22840
H -2.08790 -4.33702 -0.73468
H -0.59685 -3.95508 0.15728
H -2.17005 -3.98957 1.00402
H -1.47721 -1.86333 0.50432
C -1.05089 -3.74850 3.71103
O -0.21178 -3.12160 2.73123
H -1.63192 -4.52178 3.21719
H -0.44027 -4.20170 4.49298
H -1.72852 -3.01527 4.15198
H 0.29128 -2.44641 3.19262

For the LUMO energy, the calculation gives -3.1 eV. As for the net charge: +1. As for the electronic energy: -31896.219 eV. As for the multiplicity: 1.

---

(7)
C10H25I2O2P2Ti | wB97M-V/def2-TZVPD

Geometry (Å):
I -3.66180 -3.50539 -2.01978
I -1.89553 -3.38940 0.20675
Ti -0.02794 -0.69801 0.52745
P 1.34746 -1.86428 -1.21059
C 0.97612 -3.36215 -2.20566
C 1.83049 -0.88322 -2.73536
H 2.73662 -1.35090 -3.16731
H 3.68783 -2.54895 -1.59324
H 2.00798 0.20102 -2.56321
H 3.52112 -1.66092 0.03950
H 0.12848 -3.17873 -2.88470
H 1.02354 -0.98147 -3.48524
C 3.07540 -2.39649 -0.67391
H 1.89975 -3.55204 -2.78588
H 2.97663 -3.37143 -0.15289
H 0.74282 -4.20100 -1.53578
P -2.15090 0.27217 1.43520
C -3.85461 -0.41192 1.44902
C -2.11536 0.77661 3.25203
H -1.92480 2.60044 0.40576
H -3.38896 2.39037 1.46281
H -3.35730 1.69013 -0.17457
C -2.73442 1.90309 0.71407
H -1.11131 1.17196 3.54214
H -2.94392 1.50337 3.42152
H -4.45086 0.32651 2.01898
H -3.85353 -1.39344 1.94240
H -2.31906 -0.13370 3.85338
H -4.24482 -0.50846 0.42361
C -1.15057 -0.35223 -1.23369
O -1.79576 -0.16539 -2.23627
C 2.87107 2.15373 -0.15835
C 1.73840 1.87467 0.78959
C 1.14637 3.20980 1.14237
O 0.77434 0.93526 0.27092
H 2.51643 2.65276 -1.06045
H 3.32855 1.23098 -0.49232
H 3.57996 2.91728 0.23847
H 2.09371 1.35110 1.68524
H 0.77076 3.72166 0.25699
H 0.29322 3.08959 1.79704
H 1.91441 3.93703 1.49394

For the LUMO energy (spin up / spin down), the calculation gives -9.1 / -9.1 eV. As for the net charge: +2. As for the electronic energy: -72749.674 eV. As for the multiplicity: 2.

---

(8)
C10H25N2O6P2 | wB97M-V/def2-TZVPD

Geometry (Å):
C 3.56420 -0.41592 0.75761
C 2.69792 -1.09392 -0.13270
P 1.08740 -0.21722 -0.67862
P -0.60030 1.22919 -0.92217
O -0.91357 1.43229 -2.61763
O -0.07636 2.73066 -0.23327
O 0.74065 -0.01170 1.03923
C -0.53271 -0.55802 1.46979
C -0.86332 -1.65742 0.31009
O 0.09542 -1.64445 -0.78189
H 4.36371 -1.01817 1.27624
H 3.34897 0.67906 0.91152
H 2.95020 -2.15102 -0.49213
H 1.94266 0.94006 -0.82795
H 1.26784 -0.43222 -2.10634
H -1.06769 0.51740 -2.93190
H -0.06536 2.63402 0.73684
H -0.52924 -1.10523 2.47810
H -1.37579 0.19989 1.64765
H -0.69325 -2.63939 0.86583
H -1.94827 -1.72161 -0.01739
C 1.40301 2.74926 -3.66354
O 1.79714 1.95546 -4.49916
N 1.92071 3.99763 -3.46497
C 1.40128 4.89005 -2.45055
C 3.02280 4.44140 -4.29404
H 0.56713 2.51013 -2.98107
H 1.04196 5.80605 -2.92990
H 2.20132 5.13597 -1.74690
H 0.57900 4.42452 -1.90645
H 2.71430 4.42338 -5.34268
H 3.86632 3.75818 -4.16671
H 3.32512 5.45243 -4.01821
C -1.94826 -4.68330 3.13133
O -0.92407 -4.32860 2.58865
N -2.99529 -3.87085 3.44689
C -4.18533 -4.37502 4.09817
C -2.91909 -2.45613 3.12227
H -2.11463 -5.73386 3.42299
H -5.05104 -4.18489 3.45825
H -4.31686 -3.85833 5.05265
H -4.10500 -5.44741 4.28081
H -2.78738 -2.33977 2.04461
H -2.05725 -2.01764 3.62887
H -3.82897 -1.94497 3.43775

For the LUMO energy, the calculation gives 2.4 eV. As for the net charge: -1. As for the electronic energy: -44615.968 eV. As for the multiplicity: 1.

---

Q: What is the formula in the eighth record?
A: C10H25N2O6P2

---

Q: Which of these has the highest electronic energy?
A: C10H24NOS

---

Q: Look up the multiplicity of the seventh one.
A: 2